C2H10BCl3CoN2O16 as an isolated structure. Source: OMol25; level of theory: wB97M-V/def2-TZVPD.

Structure (ORCA input):
```
! wB97M-V def2-TZVPD RIJCOSX def2/J DEFGRID3
* xyz -2 4
O -16.017 14.735 10.480
O -13.691 19.032 11.998
O -16.475 18.702 10.324
Co -17.495 17.920 12.197
O -19.687 15.805 15.353
H -13.482 16.401 10.639
O -20.795 20.513 12.776
Cl -19.618 20.939 12.057
C -15.580 20.847 9.926
H -15.508 20.751 11.009
H -13.419 15.115 12.022
O -19.225 22.290 12.435
O -18.266 17.185 14.211
H -19.933 17.030 11.638
O -15.906 16.459 11.724
H -18.221 16.351 11.656
N -15.319 15.538 11.072
H -19.179 16.257 10.264
O -18.656 19.971 12.279
O -15.742 19.023 13.129
Cl -14.315 18.876 13.315
O -13.886 19.892 14.192
O -18.312 17.219 16.507
B -18.995 16.882 11.124
O -13.951 17.536 13.883
Cl -19.094 17.083 15.329
N -16.176 19.522 9.486
O -16.268 19.377 8.278
H -14.678 21.151 9.396
H -13.560 14.649 10.352
H -16.324 21.618 9.723
H -18.651 17.791 10.655
O -20.084 18.072 15.234
C -13.801 15.446 11.056
O -19.831 20.963 10.605
*
```

Results
Gap between HOMO and LUMO (spin up / spin down) = 7.72 / 7.72 eV
Highest occupied orbital energy (spin up / spin down) = -3.80 / -3.80 eV
⟨S²⟩ = 3.756

Charge distribution, Mulliken scheme, values in e:
1 O -0.4861
2 O -0.6960
3 O -0.2469
4 Co 1.1293
5 O -0.7273
6 H 0.2671
7 O -0.6747
8 Cl 1.7804
9 C -0.7333
10 H 0.1902
11 H 0.2445
12 O -0.7118
13 O -0.8207
14 H -0.3459
15 O -0.2210
16 H -0.0357
17 N 0.5684
18 H -0.2293
19 O -0.6893
20 O -0.7289
21 Cl 1.7833
22 O -0.6849
23 O -0.7229
24 B 0.8233
25 O -0.6977
26 Cl 1.8723
27 N 0.7612
28 O -0.5431
29 H 0.2672
30 H 0.3663
31 H 0.3291
32 H -0.1988
33 O -0.6879
34 C -0.7712
35 O -0.7291

=====

C2H10CaInNOP as an isolated structure. Source: OMol25; level of theory: wB97M-V/def2-TZVPD.

Structure (ORCA input):
```
! wB97M-V def2-TZVPD RIJCOSX def2/J DEFGRID3
* xyz 1 1
P 2.221 1.047 2.035
C -0.975 0.551 -0.914
H 0.927 -0.055 -1.327
H -0.732 -1.329 1.862
H -1.824 -0.773 -2.392
H -0.548 1.519 -1.186
In 0.787 -0.754 1.079
H 1.629 -2.406 0.776
N 0.117 -0.453 -0.857
H 1.381 2.165 2.221
H -3.048 0.061 -1.442
C -2.075 0.179 -1.922
H -1.432 0.688 0.073
O 3.285 1.275 1.014
H 2.691 0.762 3.331
H -2.177 0.920 -2.713
Ca -0.228 -3.395 0.365
*
```

Results
Gap between HOMO and LUMO = 5.67 eV
Highest occupied orbital energy = -11.59 eV

Charge distribution, Mulliken scheme, values in e:
1 P 0.2305
2 C -0.1305
3 H 0.2411
4 H -0.2130
5 H 0.2658
6 H 0.2907
7 In 0.5728
8 H -0.2984
9 N -0.4968
10 H 0.0798
11 H 0.2725
12 C -1.0531
13 H 0.2260
14 O -0.5984
15 H 0.0895
16 H 0.2915
17 Ca 1.2300

=====

C2H10CaInP2S as an isolated structure. Source: OMol25; level of theory: wB97M-V/def2-TZVPD.

Structure (ORCA input):
```
! wB97M-V def2-TZVPD RIJCOSX def2/J DEFGRID3
* xyz 1 1
C 1.351 -0.857 1.403
H -3.029 -0.148 -1.375
P 1.193 0.801 0.570
H 1.975 -0.743 2.268
H -3.642 -0.510 0.780
H -1.620 2.438 2.175
In -1.161 1.719 0.654
H 0.421 -1.302 1.695
H -1.284 2.932 -0.632
H 0.412 0.617 -1.797
C 1.321 0.424 -1.254
H 1.500 -0.630 -1.361
S -1.350 -1.955 -0.127
H 1.855 -1.557 0.731
Ca 2.511 -1.943 -1.967
P -2.543 -0.331 -0.072
H 2.090 1.047 -1.691
*
```

Results
Gap between HOMO and LUMO = 3.28 eV
Highest occupied orbital energy = -10.32 eV

Charge distribution, Mulliken scheme, values in e:
1 C -0.6056
2 H 0.0845
3 P 0.0201
4 H 0.3310
5 H 0.1143
6 H -0.2287
7 In 0.4924
8 H 0.2294
9 H -0.2313
10 H 0.4658
11 C -1.4838
12 H -0.0852
13 S -0.4584
14 H -0.0336
15 Ca 1.9024
16 P -0.0718
17 H 0.5585

=====

A 2-piece molecular cluster, C2H10N2O overall. Source: OMol25; level of theory: wB97M-V/def2-TZVPD.

Structure (ORCA input):
```
! wB97M-V def2-TZVPD RIJCOSX def2/J DEFGRID3
* xyz 0 1
C 0.116 0.331 -0.003
H -1.326 0.863 -1.456
N -0.008 -1.047 -0.415
H -0.905 -1.334 -0.756
O 1.189 -2.761 2.341
H 1.150 0.520 0.272
H 0.461 -2.745 1.693
C -0.346 1.249 -1.140
H -0.738 2.724 0.228
H 0.363 1.153 -1.965
H -0.550 0.568 0.844
H -1.098 3.173 -1.261
H 0.540 -1.697 0.089
N -0.396 2.648 -0.739
H 1.546 -3.646 2.267
*
```

Results
Gap between HOMO and LUMO = 9.88 eV
Highest occupied orbital energy = -9.04 eV

Charge distribution, Mulliken scheme, values in e:
1 C -0.2826
2 H 0.2821
3 N -0.4657
4 H 0.1663
5 O -0.6430
6 H 0.2831
7 H 0.3160
8 C -0.4505
9 H 0.2310
10 H 0.2769
11 H 0.2082
12 H 0.2353
13 H 0.1119
14 N -0.5884
15 H 0.3194

=====

A 2-piece molecular cluster, C2H10N2O overall. Source: OMol25; level of theory: wB97M-V/def2-TZVPD.

Structure (ORCA input):
```
! wB97M-V def2-TZVPD RIJCOSX def2/J DEFGRID3
* xyz 0 1
N 1.438 -0.192 0.882
H 0.544 -0.837 0.535
H 2.133 1.681 0.234
C -1.886 -1.303 0.319
H -0.305 -0.001 -0.886
H 0.491 1.626 0.992
H -2.018 -0.624 1.176
H -0.067 1.892 -1.300
C 1.235 1.083 0.408
O -0.648 -1.130 -0.313
H 2.299 -0.595 0.529
N 0.414 1.026 -1.076
H -2.720 -1.120 -0.372
H -1.984 -2.328 0.696
H 1.071 0.822 -1.823
*
```

Results
Gap between HOMO and LUMO = 9.42 eV
Highest occupied orbital energy = -8.67 eV

Charge distribution, Mulliken scheme, values in e:
1 N -0.6227
2 H 0.4093
3 H 0.3344
4 C -0.5937
5 H 0.4756
6 H 0.2861
7 H 0.2327
8 H 0.2708
9 C -0.3484
10 O -0.8230
11 H 0.2366
12 N -0.6249
13 H 0.2693
14 H 0.2142
15 H 0.2838

=====

A 2-piece molecular cluster, C2H10N2O overall. Source: OMol25; level of theory: wB97M-V/def2-TZVPD.

Structure (ORCA input):
```
! wB97M-V def2-TZVPD RIJCOSX def2/J DEFGRID3
* xyz 0 1
H -2.446 -2.222 -0.949
N -1.598 -2.120 -1.465
H -0.430 1.002 -0.581
H -1.223 -3.033 -1.707
H -0.307 -1.362 -0.597
N 1.068 2.327 1.281
H 1.330 2.384 2.278
H 2.077 1.197 -0.178
C 0.116 0.330 0.220
H 0.040 2.454 1.248
H -0.601 0.273 1.065
O 0.480 -0.959 -0.319
H 1.952 0.422 1.401
H -1.840 -1.728 -2.359
C 1.383 1.037 0.661
*
```

Results
Gap between HOMO and LUMO = 9.74 eV
Highest occupied orbital energy = -8.96 eV

Charge distribution, Mulliken scheme, values in e:
1 H 0.2405
2 N -0.8517
3 H 0.2144
4 H 0.2403
5 H 0.4768
6 N -0.5753
7 H 0.2417
8 H 0.2116
9 C -0.3219
10 H 0.2381
11 H 0.2353
12 O -0.4963
13 H 0.2302
14 H 0.2433
15 C -0.3270

=====

A 2-piece molecular cluster, C2H10N2O overall. Source: OMol25; level of theory: wB97M-V/def2-TZVPD.

Structure (ORCA input):
```
! wB97M-V def2-TZVPD RIJCOSX def2/J DEFGRID3
* xyz 1 2
H -1.362 0.653 -0.253
H -0.867 -1.829 -1.031
H -0.154 -3.339 0.889
H 0.648 -2.744 2.203
C -0.231 -1.042 -0.630
H 1.087 -0.670 1.048
H 0.306 4.480 -1.194
H -0.690 -0.873 1.496
H 0.727 -1.129 -1.154
H 1.224 3.709 -0.384
C 0.153 -1.212 0.859
N -0.753 0.251 -0.966
H 0.008 0.908 -1.057
N 0.425 -2.562 1.219
O 0.266 3.820 -0.479
*
```

Results
Gap between HOMO and LUMO (spin up / spin down) = 10.17 / 4.84 eV
Highest occupied orbital energy (spin up / spin down) = -13.86 / -13.76 eV
⟨S²⟩ = 0.754

Charge distribution, Mulliken scheme, values in e:
1 H 0.2525
2 H 0.4089
3 H 0.3207
4 H 0.3348
5 C -0.6135
6 H 0.2794
7 H 0.3319
8 H 0.3235
9 H 0.3330
10 H 0.3173
11 C -0.2313
12 N -0.5443
13 H 0.2625
14 N -0.1256
15 O -0.6498

=====

A 4-piece molecular cluster, C2H10N2O2 overall. Source: OMol25; level of theory: wB97M-V/def2-TZVPD.

Structure (ORCA input):
```
! wB97M-V def2-TZVPD RIJCOSX def2/J DEFGRID3
* xyz 0 1
C -0.429 0.118 2.162
O -2.230 -0.425 -0.013
H -0.246 -0.879 1.736
N -0.618 -0.296 -2.146
H 1.397 0.148 -2.292
H -3.078 -0.771 -0.194
H 0.844 -0.847 -0.937
H 3.008 -0.040 0.749
N 0.456 0.838 2.751
H 1.314 0.771 2.225
H -1.061 0.289 -2.848
H -1.268 -0.409 -1.300
H 0.574 0.826 -0.995
H -1.411 0.512 1.944
O 2.141 0.239 0.776
C 0.605 -0.073 -1.616
*
```

Results
Gap between HOMO and LUMO = 3.62 eV
Highest occupied orbital energy = -8.59 eV

Charge distribution, Mulliken scheme, values in e:
1 C -0.0707
2 O -0.7365
3 H 0.2862
4 N -0.3378
5 H 0.3925
6 H 0.2159
7 H 0.2537
8 H 0.2046
9 N -0.4292
10 H 0.4202
11 H 0.2683
12 H 0.3755
13 H 0.3760
14 H 0.2536
15 O -0.6854
16 C -0.7870

=====

A 3-piece molecular cluster, C2H10N2O2 overall. Source: OMol25; level of theory: wB97M-V/def2-TZVPD.

Structure (ORCA input):
```
! wB97M-V def2-TZVPD RIJCOSX def2/J DEFGRID3
* xyz 0 1
N 1.472 -0.998 1.279
H -1.690 -1.758 -0.819
H 2.320 -0.685 1.703
C 1.238 -0.731 -0.063
N 0.136 -0.830 -0.658
O -1.514 1.800 -2.725
H -0.722 1.285 -2.522
H 2.145 -0.474 -0.601
H 0.881 -1.654 1.755
H 0.708 2.373 1.476
H -0.537 -2.506 0.393
C -0.936 -1.604 -0.057
H -1.432 -1.052 0.746
H -0.712 1.857 1.632
O -0.122 2.277 0.997
H -1.234 2.701 -2.537
*
```

Results
Gap between HOMO and LUMO = 9.58 eV
Highest occupied orbital energy = -9.00 eV

Charge distribution, Mulliken scheme, values in e:
1 N -0.3950
2 H 0.2537
3 H 0.1919
4 C 0.1277
5 N -0.3599
6 O -0.6495
7 H 0.3298
8 H 0.3686
9 H 0.1614
10 H 0.3034
11 H 0.3162
12 C -0.9278
13 H 0.3015
14 H 0.3019
15 O -0.6285
16 H 0.3047

=====

A 3-piece molecular cluster, C2H10N2O2 overall. Source: OMol25; level of theory: wB97M-V/def2-TZVPD.

Structure (ORCA input):
```
! wB97M-V def2-TZVPD RIJCOSX def2/J DEFGRID3
* xyz 0 1
O 0.795 1.791 0.616
H -1.914 0.168 -1.368
H -1.317 0.445 0.270
H -1.255 -1.943 0.554
C 2.188 -0.852 0.364
H 3.040 -0.275 0.703
N 1.491 -0.391 -0.580
H 0.403 3.594 0.965
H -1.739 -2.173 -0.986
H -2.934 -0.262 0.018
H 1.073 1.144 -0.202
C -1.902 -0.230 -0.354
H 1.913 -1.715 0.980
O 0.765 3.148 0.190
N -1.239 -1.534 -0.376
H 0.632 -0.916 -0.793
*
```

Results
Gap between HOMO and LUMO = 9.83 eV
Highest occupied orbital energy = -8.88 eV

Charge distribution, Mulliken scheme, values in e:
1 O -0.4304
2 H 0.3038
3 H 0.2962
4 H 0.1953
5 C -0.2193
6 H 0.2617
7 N -0.6425
8 H 0.3116
9 H 0.2077
10 H 0.3416
11 H 0.4511
12 C -0.7924
13 H 0.2274
14 O -0.3585
15 N -0.5672
16 H 0.4139